2 unconnected molecules or ions with the total composition C3H7NO3 in a non-equilibrium geometry. Source: the OMol25 dataset; level of theory: ωB97M-V/def2-TZVPD.

Structure (XYZ):
```
14
Properties=species:S:1:pos:R:3
C 0.42858 -1.79250 -0.10824
C 1.00242 -0.45181 0.18566
N 1.30754 0.55000 -0.48530
O 0.83387 0.80748 -1.72732
H -0.06789 -1.84857 -1.13391
H 1.13955 -2.61205 -0.18780
H -0.29663 -2.09804 0.60932
H 1.38571 -0.19567 1.19983
H 0.03761 0.08827 -1.89242
O -1.77918 1.05893 -0.41944
C -1.25031 1.07568 0.67335
O -0.86104 2.16614 1.30741
H -0.91190 0.21740 1.23515
H -0.96833 3.03473 0.74369
```

The calculation puts the maximum force at 0.0894 Eh/bohr. The calculation puts the HOMO energy at -9.5 eV. The calculation puts the energy above the lowest of the compared OMol25 structures with the same formula, charge and spin at 400.6 kJ/mol. The SMILES is C/C=N\O.O=CO. The calculation puts the gap between HOMO and LUMO at 10.28 eV. Its total charge is 0.